--- A ---
Here is 2 unconnected molecules or ions with the total composition C2H2ClNO from OMol25. Energies are from the ωB97M-V functional and the def2-TZVPD basis.

Geometry as XYZ:
```
7
Properties=species:S:1:pos:R:3:nbo_charge:R:1
C -0.377 -1.276 0.227 0.181
C -0.444 0.135 0.467 -0.059
N -0.309 -2.345 -0.151 -0.185
O 1.199 0.594 -1.079 -0.779
Cl -1.878 0.923 0.011 0.161
H 0.252 0.647 1.059 0.254
H 1.558 1.321 -0.534 0.427
```

Output
E_LUMO (alpha / beta), eV: -2.40 / -2.40
Charge: 0
Gap between HOMO and LUMO (alpha / beta), eV: 8.022 / 8.018
Spin multiplicity: 1
HOMO (alpha / beta), eV: -10.42 / -10.42


--- B ---
Here is C2H2ClNO in the gas phase from OMol25. Energies are from the ωB97M-V functional and the def2-TZVPD basis.

Geometry as XYZ:
```
7
Properties=species:S:1:pos:R:3:nbo_charge:R:1
C -0.733 -1.342 -0.126 0.576
C 0.639 -0.824 0.612 -0.125
N -1.015 -0.384 -0.950 -0.614
O -1.299 -2.338 0.191 -0.562
Cl 2.068 -0.811 -0.224 0.144
H 0.489 0.037 1.267 0.207
H -0.385 0.342 -1.245 0.373
```

Output
E_LUMO (alpha / beta), eV: -2.40 / -1.72
Charge: 0
Gap between HOMO and LUMO (alpha / beta), eV: 7.382 / 8.269
Spin multiplicity: 1
HOMO (alpha / beta), eV: -9.78 / -9.98


Relative energies, in eV, with the most stable structure set to zero: A 0.551; B 0.000.


--- A ---
Here is C8H8N2O3S in the gas phase from OMol25. Energies are from the ωB97M-V functional and the def2-TZVPD basis.

Geometry as XYZ:
```
22
Properties=species:S:1:pos:R:3:nbo_charge:R:1
C 1.266 2.090 0.094 -0.221
C 1.346 1.240 -1.024 -0.188
C 0.674 1.568 1.272 -0.180
C 0.824 -0.085 -0.984 -0.208
C 0.043 0.296 1.284 -0.220
C 0.177 -0.511 0.182 -0.063
C -1.989 -2.187 -0.230 -0.654
C -0.268 -1.974 0.140 -0.095
N -1.057 -3.235 1.920 -0.505
N -0.032 -2.829 1.328 0.359
O 1.124 -2.977 1.669 -0.367
O -3.457 -3.790 1.213 -0.902
O -3.002 -1.627 2.222 -0.908
S -2.581 -2.724 1.379 2.270
H 1.933 2.890 0.046 0.222
H 2.032 1.501 -1.904 0.224
H 0.499 2.056 2.271 0.228
H 0.851 -0.775 -1.891 0.222
H -0.658 0.107 2.101 0.242
H -2.583 -1.252 -0.363 0.262
H -2.138 -2.875 -0.909 0.228
H 0.442 -2.512 -0.555 0.253
```

Output
E_LUMO, eV: -0.24
Charge: 0
Gap between HOMO and LUMO, eV: 9.687
Spin multiplicity: 1
HOMO, eV: -9.93


--- B ---
Here is C8H8N2O3S in the gas phase from OMol25. Energies are from the ωB97M-V functional and the def2-TZVPD basis.

Geometry as XYZ:
```
22
Properties=species:S:1:pos:R:3:nbo_charge:R:1
C 0.989 2.075 -0.257 -0.884
S 0.529 1.796 1.522 2.291
O 1.615 2.175 2.326 -0.940
O -0.724 2.416 1.715 -0.928
N 0.292 0.117 1.715 -0.460
N 1.427 -0.644 1.560 -0.454
C 1.493 -1.476 0.443 0.632
O 2.416 -2.192 0.195 -0.563
C 0.243 -1.305 -0.239 -0.224
C -0.253 -1.868 -1.397 -0.138
C -1.474 -1.533 -1.845 -0.221
C -2.286 -0.670 -1.108 -0.165
C -1.883 -0.045 0.032 -0.262
C -0.576 -0.389 0.436 0.214
H 1.221 3.101 -0.510 0.263
H 1.872 1.534 -0.679 0.246
H 0.152 1.606 -0.702 0.233
H 2.114 -0.263 2.086 0.414
H 0.357 -2.575 -1.850 0.231
H -1.914 -2.102 -2.685 0.231
H -3.252 -0.249 -1.523 0.230
H -2.359 0.492 0.764 0.253
```

Output
E_LUMO, eV: -0.08
Charge: 0
Gap between HOMO and LUMO, eV: 9.422
Spin multiplicity: 1
HOMO, eV: -9.50
SMILES: CS(=O)(=O)n1[nH]c(=O)c2ccccc21


Relative energies, in eV, with the most stable structure set to zero: A 2.713; B 0.000.


--- A ---
Here is a gas-phase ion, C7H13N2 (charge +1) from OMol25. Energies are from the ωB97M-V functional and the def2-TZVPD basis.

Geometry as XYZ:
```
22
Properties=species:S:1:pos:R:3:nbo_charge:R:1
C -0.973 0.914 -1.405 0.396
C 2.104 0.305 2.121 -0.214
C 1.258 0.822 1.216 -0.315
C -0.157 0.908 1.483 0.387
C -0.785 0.877 2.795 -0.722
C -0.576 -0.192 -3.364 -0.417
C -0.139 -1.413 -1.335 -0.434
N -0.948 0.872 0.387 -0.599
N -0.528 -0.133 -1.932 -0.432
H 3.096 0.319 1.812 0.215
H 1.930 0.018 3.133 0.221
H 1.551 1.147 0.208 0.244
H -1.935 1.102 2.899 0.275
H -0.246 1.368 3.620 0.269
H -0.900 -0.265 3.046 0.286
H 0.255 0.516 -3.719 0.238
H -0.353 -1.166 -3.788 0.234
H -1.556 0.135 -3.611 0.242
H -0.978 -1.887 -0.802 0.240
H 0.326 -2.138 -1.966 0.242
H 0.648 -1.077 -0.626 0.222
H -1.909 1.334 0.579 0.421
```

Output
E_LUMO, eV: -4.53
Charge: +1
Gap between HOMO and LUMO, eV: 8.953
Spin multiplicity: 1
HOMO, eV: -13.48


--- B ---
Here is a molecular structure, C7H13N2 from OMol25. Energies are from the ωB97M-V functional and the def2-TZVPD basis.

Geometry as XYZ:
```
22
Properties=species:S:1:pos:R:3:nbo_charge:R:1
C -0.234 2.484 0.330 -0.028
C -0.922 0.195 -0.048 0.528
C 2.302 -0.524 0.686 -0.366
C 1.888 0.609 -0.398 -0.451
C 1.401 -1.544 -0.080 -0.462
C 0.867 -0.378 -0.858 -0.064
C -3.085 -0.634 0.265 -0.415
N -0.860 1.427 0.078 -0.357
N -1.710 -0.826 -0.237 -0.566
H -0.415 3.212 -0.375 0.215
H 0.134 2.703 1.329 0.218
H 3.364 -0.618 0.805 0.239
H 1.761 -0.230 1.544 0.206
H 1.448 1.520 0.043 0.215
H 2.752 0.974 -0.995 0.264
H 1.828 -2.005 -1.074 0.248
H 0.795 -2.371 0.375 0.242
H 0.442 -0.580 -1.837 0.221
H -3.023 0.131 1.016 0.214
H -3.409 -1.511 0.712 0.224
H -3.919 -0.337 -0.521 0.227
H -1.407 -1.696 -0.760 0.448
```

Output
E_LUMO, eV: -4.08
Charge: +1
Gap between HOMO and LUMO, eV: 9.561
Spin multiplicity: 1
HOMO, eV: -13.65


--- C ---
Here is a gas-phase ion, C7H13N2 (charge +1) from OMol25. Energies are from the ωB97M-V functional and the def2-TZVPD basis.

Geometry as XYZ:
```
22
Properties=species:S:1:pos:R:3:nbo_charge:R:1
C -2.844 -1.407 0.016 0.109
N -2.329 -0.479 -0.520 -0.371
C -1.929 0.748 -0.721 0.359
N -0.701 1.078 -0.510 -0.502
C 0.329 0.257 0.153 0.102
C 1.199 0.871 0.944 -0.135
C 1.237 2.232 1.459 -0.680
C 0.361 -1.184 -0.352 -0.446
C 1.642 -1.500 -1.035 -0.602
H -2.735 -2.435 -0.375 0.210
H -3.303 -1.385 1.092 0.204
H -2.532 1.274 -1.375 0.239
H -0.350 1.962 -0.873 0.439
H 1.993 0.097 1.304 0.238
H 1.256 2.319 2.579 0.264
H 0.531 2.929 1.140 0.220
H 2.310 2.634 1.242 0.253
H 0.212 -1.964 0.466 0.229
H -0.392 -1.353 -1.025 0.211
H 1.813 -1.164 -2.078 0.222
H 1.832 -2.565 -1.027 0.229
H 2.398 -0.967 -0.504 0.208
```

Output
E_LUMO, eV: -3.74
Charge: +1
Gap between HOMO and LUMO, eV: 9.321
Spin multiplicity: 1
HOMO, eV: -13.06
SMILES: C=N/C=[NH+]\C(=C/C)CC


Relative energies, in eV, with the most stable structure set to zero: A 1.871; B 2.081; C 0.000.


--- A ---
Here is C16H26N4O2S in the gas phase from OMol25. Energies are from the ωB97M-V functional and the def2-TZVPD basis.

Geometry as XYZ:
```
49
Properties=species:S:1:pos:R:3:nbo_charge:R:1
C 2.928 3.462 -2.916 -0.594
C 3.271 2.566 -1.725 -0.277
C 2.747 3.169 -0.420 -0.595
C 2.694 1.210 -1.923 0.053
N 3.381 0.129 -1.987 -0.261
N 2.661 -0.973 -2.160 -0.296
C 1.394 -0.738 -2.227 0.197
N 0.456 -1.723 -2.394 -0.626
C -0.883 -1.461 -2.416 0.700
O -1.314 -0.330 -2.341 -0.605
C -1.770 -2.682 -2.544 -0.503
C -1.470 -3.741 -1.473 -0.500
C -0.944 -3.145 -0.165 0.677
O 0.048 -3.586 0.378 -0.624
N -1.674 -2.129 0.332 -0.618
C -1.241 -1.357 1.489 -0.052
C -2.476 -0.820 2.210 -0.404
C -2.156 -0.305 3.614 -0.403
C -1.774 1.176 3.677 -0.393
C -0.874 1.669 2.539 -0.403
C 0.213 0.682 2.113 -0.407
C -0.256 -0.280 1.025 -0.410
S 0.961 0.946 -2.087 0.379
H 1.850 3.581 -3.000 0.204
H 3.304 3.027 -3.839 0.218
H 3.378 4.443 -2.787 0.212
H 4.357 2.444 -1.660 0.232
H 3.185 4.152 -0.261 0.213
H 1.665 3.272 -0.460 0.203
H 3.008 2.533 0.423 0.217
H 0.811 -2.669 -2.393 0.434
H -2.803 -2.334 -2.480 0.234
H -1.630 -3.110 -3.539 0.244
H -2.376 -4.310 -1.255 0.241
H -0.716 -4.450 -1.819 0.231
H -2.418 -1.727 -0.216 0.397
H -0.713 -2.063 2.141 0.220
H -3.190 -1.644 2.291 0.214
H -2.943 -0.033 1.615 0.196
H -3.026 -0.452 4.258 0.212
H -1.349 -0.912 4.029 0.199
H -1.273 1.352 4.632 0.202
H -2.683 1.782 3.675 0.200
H -1.483 1.911 1.666 0.193
H -0.408 2.601 2.866 0.210
H 1.055 1.247 1.707 0.213
H 0.580 0.125 2.975 0.200
H 0.615 -0.797 0.612 0.221
H -0.719 0.295 0.217 0.206
```

Output
E_LUMO, eV: 0.59
Charge: 0
Gap between HOMO and LUMO, eV: 9.654
Spin multiplicity: 1
HOMO, eV: -9.07
SMILES: CC(C)c1nnc(NC(=O)CCC(=O)NC2CCCCCC2)s1


--- B ---
Here is C16H26N4O2S in the gas phase from OMol25. Energies are from the ωB97M-V functional and the def2-TZVPD basis.

Geometry as XYZ:
```
49
Properties=species:S:1:pos:R:3:nbo_charge:R:1
C -1.483 -6.798 0.736 -0.594
C -2.023 -5.706 -0.188 -0.450
C -1.437 -4.385 0.143 0.045
N -0.697 -3.699 -0.649 -0.262
N -0.266 -2.548 -0.141 -0.320
C -0.686 -2.347 1.065 0.205
N -0.365 -1.225 1.778 -0.636
C -0.885 -0.952 3.015 0.693
O -1.563 -1.750 3.616 -0.583
C -0.520 0.429 3.522 -0.484
C -1.483 1.473 2.932 -0.488
C -1.576 1.375 1.411 0.680
O -2.584 1.026 0.840 -0.605
N -0.415 1.648 0.766 -0.649
C -0.299 1.642 -0.684 -0.061
C -0.241 3.075 -1.226 -0.411
C 0.908 3.965 -0.752 -0.398
C 2.324 3.524 -1.132 -0.405
C 2.488 3.097 -2.597 -0.406
C 2.550 1.584 -2.818 -0.384
C 1.270 0.786 -2.561 -0.405
C 0.845 0.699 -1.089 -0.424
S -1.689 -3.613 1.711 0.391
H -1.919 -7.758 0.474 0.213
H -1.728 -6.574 1.772 0.206
H -0.402 -6.870 0.642 0.212
H -3.110 -5.649 -0.087 0.218
H -1.779 -5.930 -1.227 0.235
H 0.148 -0.520 1.262 0.437
H -0.612 0.432 4.609 0.246
H 0.513 0.657 3.253 0.210
H -1.160 2.475 3.221 0.224
H -2.486 1.302 3.327 0.246
H 0.345 2.073 1.274 0.391
H -1.239 1.207 -1.044 0.241
H -0.238 3.029 -2.314 0.209
H -1.175 3.561 -0.933 0.218
H 0.859 4.089 0.333 0.189
H 0.735 4.954 -1.187 0.209
H 2.660 2.716 -0.482 0.189
H 2.984 4.373 -0.933 0.209
H 1.690 3.528 -3.202 0.195
H 3.427 3.509 -2.975 0.210
H 3.350 1.172 -2.197 0.191
H 2.836 1.416 -3.860 0.207
H 0.453 1.184 -3.163 0.198
H 1.455 -0.230 -2.916 0.220
H 1.715 0.876 -0.453 0.184
H 0.504 -0.322 -0.894 0.242
```

Output
E_LUMO, eV: 0.44
Charge: 0
Gap between HOMO and LUMO, eV: 9.371
Spin multiplicity: 1
HOMO, eV: -8.93
SMILES: CCc1nnc(NC(=O)CCC(=O)NC2CCCCCCC2)s1


Relative energies, in eV, with the most stable structure set to zero: A 0.000; B 0.216.


--- A ---
Here is 2 unconnected molecules or ions with the total composition C3H6OS from OMol25. Energies are from the ωB97M-V functional and the def2-TZVPD basis.

Geometry as XYZ:
```
11
Properties=species:S:1:pos:R:3:nbo_charge:R:1
C -0.765 0.285 0.864 0.647
C 0.175 -0.721 1.459 -0.785
C 0.126 1.038 -1.291 -0.660
O -1.675 0.892 1.273 -0.500
S 1.023 -0.329 -1.908 -0.016
H -0.329 -1.668 1.338 0.256
H 1.146 -0.924 0.943 0.270
H 0.150 -0.577 2.639 0.251
H 0.815 1.738 -0.882 0.211
H -0.682 1.266 -1.864 0.200
H 0.016 -0.998 -2.571 0.126
```

Output
E_LUMO (alpha / beta), eV: 0.45 / 0.45
Charge: 0
Gap between HOMO and LUMO (alpha / beta), eV: 7.587 / 7.607
Spin multiplicity: 1
HOMO (alpha / beta), eV: -7.14 / -7.16


--- B ---
Here is C3H6OS in the gas phase from OMol25. Energies are from the ωB97M-V functional and the def2-TZVPD basis.

Geometry as XYZ:
```
11
Properties=species:S:1:pos:R:3:nbo_charge:R:1
O 1.787 -0.051 -0.303 -0.690
C 0.515 -0.021 0.317 0.089
C -0.519 -1.148 0.028 -0.528
S -1.955 -0.040 -0.205 0.156
C -0.531 1.091 0.029 -0.536
H 1.609 0.135 -1.299 0.462
H 0.795 -0.024 1.380 0.174
H -0.277 -1.647 -0.941 0.218
H -0.515 -1.739 0.896 0.218
H -0.300 1.763 -0.841 0.216
H -0.610 1.682 0.939 0.220
```

Output
E_LUMO, eV: 0.87
Charge: 0
Gap between HOMO and LUMO, eV: 9.691
Spin multiplicity: 1
HOMO, eV: -8.83
SMILES: OC1CSC1


--- C ---
Here is C3H6OS in the gas phase from OMol25. Energies are from the ωB97M-V functional and the def2-TZVPD basis.

Geometry as XYZ:
```
11
Properties=species:S:1:pos:R:3:nbo_charge:R:1
C -0.504 1.013 -0.637 -0.616
C 0.636 -0.017 -0.525 -0.484
C 0.252 -0.963 0.645 0.267
O -0.264 -0.318 1.640 -0.651
S 0.514 -2.579 0.519 -0.137
H -0.152 1.872 -1.231 0.211
H -0.858 1.502 0.254 0.220
H -1.334 0.653 -1.137 0.209
H 1.671 0.352 -0.438 0.237
H 0.613 -0.575 -1.455 0.235
H -0.574 -0.940 2.365 0.508
```

Output
E_LUMO, eV: 0.61
Charge: 0
Gap between HOMO and LUMO, eV: 9.333
Spin multiplicity: 1
HOMO, eV: -8.72
SMILES: CCC(O)=S


Relative energies, in eV, with the most stable structure set to zero: A 2.925; B 0.785; C 0.000.


--- A ---
Here is a gas-phase ion, C6H12N (charge +1) from OMol25. Energies are from the ωB97M-V functional and the def2-TZVPD basis.

Geometry as XYZ:
```
19
Properties=species:S:1:pos:R:3:nbo_charge:R:1
C -1.881 -1.506 0.094 -0.351
C -0.834 -0.828 -0.169 0.158
N -0.515 0.528 -0.779 -0.423
C -1.037 1.777 -0.174 -0.443
C 0.538 -0.373 -0.044 0.138
C 1.734 -1.008 -0.902 -0.601
C 0.992 0.205 1.283 -0.648
H -2.818 -0.861 0.095 0.246
H -1.860 -2.325 0.779 0.260
H -0.198 0.514 -1.799 0.453
H -0.960 1.719 0.971 0.244
H -0.374 2.618 -0.403 0.254
H -2.164 1.682 -0.446 0.254
H 1.371 -1.253 -1.988 0.232
H 2.117 -1.871 -0.397 0.256
H 2.435 -0.201 -0.850 0.230
H 1.271 1.325 1.136 0.239
H 1.963 -0.228 1.588 0.264
H 0.221 0.087 2.006 0.239
```

Output
E_LUMO, eV: -3.18
Charge: +1
Gap between HOMO and LUMO, eV: 11.968
Spin multiplicity: 1
HOMO, eV: -15.15
SMILES: C=C1[N@@H+](C)C1(C)C


--- B ---
Here is a gas-phase ion, C6H12N (charge +1) from OMol25. Energies are from the ωB97M-V functional and the def2-TZVPD basis.

Geometry as XYZ:
```
19
Properties=species:S:1:pos:R:3:nbo_charge:R:1
C -0.455 -0.135 0.732 -0.195
C -1.584 -0.095 0.093 0.250
C 0.355 0.066 -1.413 -0.168
C -3.021 0.070 -0.083 -0.704
C 1.624 -1.286 0.168 -0.407
C 1.561 1.232 0.456 -0.353
N 0.804 -0.029 0.053 -0.274
H -0.554 -0.196 1.900 0.242
H 0.756 -0.637 -2.191 0.234
H 0.064 1.013 -1.644 0.185
H -3.361 -0.964 -0.446 0.274
H -3.142 0.779 -0.788 0.255
H -3.348 0.377 0.941 0.264
H 0.802 -2.134 0.183 0.256
H 2.324 -1.306 -0.753 0.250
H 2.054 -1.113 1.158 0.225
H 2.157 0.879 1.199 0.213
H 2.078 1.554 -0.323 0.223
H 0.885 1.924 0.758 0.228
```

Output
E_LUMO (alpha / beta), eV: -4.13 / -4.49
Charge: +1
Gap between HOMO and LUMO (alpha / beta), eV: 9.499 / 8.187
Spin multiplicity: 1
HOMO (alpha / beta), eV: -13.63 / -12.68


--- C ---
Here is a gas-phase ion, C6H12N (charge +1) from OMol25. Energies are from the ωB97M-V functional and the def2-TZVPD basis.

Geometry as XYZ:
```
19
Properties=species:S:1:pos:R:3:nbo_charge:R:1
C -2.248 0.987 0.725 -0.741
C -2.043 -0.154 -0.185 0.318
N -1.311 -1.218 -0.149 -0.399
C -0.157 -1.305 0.709 -0.267
C 1.039 -0.943 -0.193 -0.252
C 1.575 0.252 -0.316 -0.120
C 2.875 0.649 -0.887 -0.664
H -1.511 1.242 1.381 0.251
H -3.231 1.109 1.130 0.310
H -2.465 1.914 0.120 0.300
H -2.752 -0.249 -1.076 0.229
H -1.305 -1.758 -0.997 0.438
H -0.073 -2.308 1.045 0.245
H -0.303 -0.600 1.592 0.236
H 1.379 -1.635 -1.015 0.219
H 1.290 1.012 0.440 0.183
H 2.984 1.443 -1.745 0.249
H 3.365 -0.238 -1.308 0.221
H 3.549 0.918 -0.134 0.243
```

Output
E_LUMO, eV: -4.61
Charge: +1
Gap between HOMO and LUMO, eV: 9.090
Spin multiplicity: 1
HOMO, eV: -13.70
SMILES: C/C=[NH+]\C/C=C/C


Relative energies, in eV, with the most stable structure set to zero: A 0.900; B 4.287; C 0.000.